12
Properties=species:S:1:pos:R:3:forces:R:3 method="wB97M-V/def2-TZVPD" homo_energy_ev=-9.0072 relative_energy_kcal_mol=107.6 orbital_gap_ev=9.83 total_charge=0
O 1.7363 -0.5341 0.3490 -0.101 -0.186 -0.050
O -2.5083 -0.3216 -0.4683 0.192 -0.402 -0.044
C 0.4385 -0.6663 0.1185 0.211 0.220 0.065
C 0.2103 0.8453 0.1761 -0.098 -0.031 -0.027
C 1.7223 0.9204 0.3938 0.128 0.238 0.025
C -1.9613 -1.3975 -0.5581 -0.197 0.144 -0.006
H 2.0895 1.2831 1.3563 -0.057 -0.047 -0.127
H -1.9220 -2.1205 0.2767 -0.063 0.128 -0.062
H -0.2043 1.2807 -0.7371 0.069 -0.088 0.127
H 2.3250 1.3212 -0.4240 -0.087 -0.016 0.126
H -1.5034 -1.7536 -1.5005 -0.079 0.090 0.089
H -0.4226 1.1429 1.0176 0.082 -0.051 -0.116

17
Properties=species:S:1:pos:R:3:forces:R:3 method="wB97M-V/def2-TZVPD" homo_energy_ev=-8.4165 relative_energy_kcal_mol=60.8 orbital_gap_ev=9.38 total_charge=0
S 2.8019 -0.4541 -1.2878 -0.544 0.381 1.030
C -2.0223 -0.5659 0.1581 -2.227 0.520 -0.307
C 2.0710 0.9077 1.0551 -2.109 -1.081 -1.656
C 1.5392 0.0533 -0.0900 2.036 1.645 0.017
C -2.5831 -0.3953 -1.0282 -0.406 -2.687 0.040
C 0.2776 -0.2679 -0.2550 0.415 -0.643 0.080
C -0.8767 0.2239 0.6068 0.725 0.822 -0.914
H -0.8398 0.0771 1.6712 0.973 -0.023 0.560
H 1.6815 1.8778 1.2021 -0.674 1.212 -0.493
H 1.7772 -0.8769 -1.9856 -0.009 -0.581 -1.129
H 3.0874 0.9491 1.0931 2.846 0.032 0.036
H -3.2569 -1.1588 -1.4655 -0.062 0.848 0.610
H 1.7022 0.3520 1.8407 -0.366 -1.013 2.480
H -2.0626 0.1625 -1.7335 0.547 1.458 -1.235
H -0.9713 1.3340 0.4428 -0.227 -0.978 0.078
H -2.4717 -1.2389 0.8650 -0.023 -0.428 0.188
H 0.1464 -0.9795 -1.0894 -0.894 0.515 0.615

73
Properties=species:S:1:pos:R:3:forces:R:3 method="wB97M-V/def2-TZVPD" homo_energy_ev=-6.3237 orbital_gap_ev=5.93 total_charge=0
Sb -1.8025 2.4965 -1.0174 -0.164 0.001 -0.109
Cu -0.1684 -0.6995 0.0978 -0.309 0.187 0.400
Si -0.3602 -1.5209 3.2728 0.012 -0.295 -0.074
Si -0.4488 1.5409 2.7557 -0.102 0.123 -0.254
N 1.8148 -0.4897 0.6033 0.782 0.030 0.227
N -0.0893 -0.3128 -2.0602 0.071 -0.064 -0.026
N -1.3652 -2.1973 -0.5946 -0.422 -0.245 -0.315
C 0.1023 -0.1158 2.2109 0.688 0.158 -0.082
C 0.5712 -3.0525 2.6799 0.002 -0.256 -0.063
C -2.3194 1.6813 2.6045 -0.252 0.030 -0.045
C 0.0909 -1.4356 5.1002 -0.008 0.055 0.208
C 0.6642 0.5131 -2.7563 -0.030 0.149 0.080
C -2.5149 -3.0631 -4.0238 -0.093 -0.080 0.157
C 0.4339 2.8486 1.7225 0.125 0.211 -0.096
C 0.7222 0.4981 -4.1572 0.135 0.137 0.133
C -0.8771 -1.2834 -4.1198 -0.054 -0.079 -0.136
C -2.9773 -3.9663 -0.4408 0.053 0.002 0.307
C -2.4254 -3.0803 -2.5858 0.001 -0.042 -0.167
C -3.4119 1.4114 -1.9541 -0.045 -0.094 -0.012
C 3.9397 0.0754 2.2639 -0.076 0.010 0.049
C -0.8153 -1.2318 -2.7240 -0.104 -0.128 0.131
C 2.6452 0.1144 2.7510 -0.145 -0.001 -0.078
C -2.2262 -1.7738 3.2375 -0.304 -0.043 0.049
C -0.0931 2.0439 4.5347 0.035 0.041 0.277
C -2.0640 -3.0630 0.1204 0.118 -0.005 0.038
C 3.0724 -0.5351 0.1428 -0.276 0.009 0.123
C -1.3283 3.5891 -2.8227 0.051 -0.021 -0.036
C -1.5633 -2.1927 -1.9353 0.136 0.157 -0.065
C -0.0652 -0.3885 -4.8365 -0.163 -0.116 -0.158
C 1.5581 -0.1527 1.8952 0.123 -0.033 -0.259
C -3.1517 -3.9821 -1.7931 -0.130 -0.060 -0.279
C -1.7611 -2.2243 -4.7561 0.115 0.140 -0.072
C 4.1695 -0.2485 0.9299 0.054 -0.002 0.012
C -3.0884 4.0504 -0.2610 -0.004 0.055 0.053
H -2.4976 -2.8176 3.4522 0.011 0.171 -0.008
H -2.2215 4.1102 -3.1724 0.057 -0.018 -0.010
H 2.4484 0.3579 3.7894 0.028 0.000 -0.080
H -0.9903 2.8976 -3.5997 -0.030 0.077 0.071
H -2.4875 4.8173 0.2354 -0.087 -0.067 -0.057
H -4.0567 0.9711 -1.1870 0.084 0.051 -0.107
H -0.1126 -2.4025 5.5773 0.027 0.088 -0.026
H -2.6314 2.7286 2.4939 0.025 -0.166 0.042
H 1.2207 1.2492 -2.1813 0.001 -0.077 -0.041
H -2.8083 1.2832 3.5035 0.050 0.060 -0.145
H -0.5361 4.3169 -2.6309 -0.077 -0.059 -0.027
H 5.1721 -0.2846 0.5190 -0.104 -0.003 0.036
H -4.0004 2.0880 -2.5786 0.023 -0.078 0.050
H -2.6551 -1.4892 2.2687 0.029 0.015 0.261
H -3.7889 3.6334 0.4664 0.074 0.035 -0.074
H -1.8188 -2.2326 -5.8383 0.022 0.013 0.027
H 1.1550 -1.2142 5.2442 -0.109 -0.021 -0.005
H -0.2036 3.7283 1.5594 0.132 -0.090 0.029
H -1.8992 -3.0437 1.1903 0.057 -0.081 -0.142
H -3.5212 -4.6434 0.2045 0.037 0.031 0.002
H -2.7000 -1.1513 4.0068 0.032 -0.088 -0.116
H -3.6440 4.5022 -1.0862 0.028 -0.030 0.085
H 4.7755 0.2967 2.9185 -0.047 -0.006 -0.002
H -0.4219 3.0797 4.6939 0.058 -0.110 -0.001
H -3.8398 -4.6786 -2.2613 0.056 0.048 0.014
H 3.1900 -0.8131 -0.9022 -0.035 0.016 0.082
H -3.1950 -3.7556 -4.5063 0.024 0.002 0.036
H -3.0089 0.6042 -2.5751 -0.063 0.107 0.068
H 1.3433 3.1878 2.2329 -0.080 -0.028 -0.037
H 0.7341 -3.0517 1.5960 -0.062 -0.041 0.094
H 1.3610 1.1985 -4.6789 -0.019 -0.009 0.036
H -2.6891 1.1108 1.7435 0.021 0.106 0.105
H -0.4881 -0.6723 5.6296 0.090 -0.124 -0.014
H 0.7218 2.4508 0.7439 -0.020 0.070 0.141
H -0.6270 1.4119 5.2539 0.091 0.146 -0.089
H 0.9772 1.9961 4.7708 -0.136 0.013 -0.001
H 1.5606 -3.0668 3.1561 -0.116 -0.016 -0.091
H 0.0611 -3.9850 2.9610 0.107 0.144 -0.047
H -0.0781 -0.4053 -5.9203 0.001 -0.014 0.020

38
Properties=species:S:1:pos:R:3:forces:R:3 method="wB97M-V/def2-TZVPD" homo_energy_ev="-15.1711 / -16.3441" relative_energy_kcal_mol=53.0 orbital_gap_ev="5.45 / 6.55" total_charge=+2
Bi -0.0206 0.0325 -0.3195 -0.996 -0.590 -2.264
I -2.8127 -0.0100 -0.1621 -0.487 0.055 0.021
I 2.8713 0.0829 0.4020 1.389 0.263 -0.594
P 0.0126 2.4973 -0.2362 -0.282 2.508 0.186
P -0.0044 -2.5100 -0.2597 0.927 -2.319 1.566
F 1.8926 1.0510 3.1778 0.148 -0.790 0.058
F 3.5999 -0.2017 3.6699 -0.980 -0.002 -0.181
F 1.7403 -0.4303 4.7917 0.324 0.219 -1.066
O -0.3971 -0.0053 3.1688 -0.212 0.870 -10.961
O 2.3805 -2.4405 2.9296 1.972 -3.672 1.534
O 1.0948 -1.3985 1.5629 1.261 3.873 0.199
C -0.2013 3.2702 1.3439 -0.018 0.328 0.756
C 1.8808 -1.4461 2.6360 -0.524 2.798 -0.049
C -1.2957 3.0260 -1.3214 -0.425 0.263 -0.301
C 1.5500 -3.0441 -0.9564 0.481 0.012 -0.400
C -0.1803 -3.2934 1.3473 -0.903 -0.653 0.440
C 2.2555 -0.2089 3.5668 0.567 0.216 1.239
C -1.2770 -3.0418 -1.3129 -0.897 -0.463 -0.857
C 1.5265 3.0570 -0.9677 0.701 0.254 -0.220
C -0.2921 0.0552 1.9059 -0.538 -0.974 12.443
H 0.6243 -3.0423 2.0357 -0.628 -1.091 -0.511
H -1.0557 -4.0972 -1.5279 -0.257 0.165 -0.141
H 1.7823 -2.4734 -1.8671 -0.012 -0.288 0.128
H 1.7594 2.4889 -1.8782 -0.056 0.223 0.103
H 1.3948 -4.1033 -1.2192 0.200 0.279 0.004
H -1.0844 4.0820 -1.5511 -0.199 -0.257 -0.071
H -2.2760 2.9335 -0.8378 0.293 0.072 -0.131
H -1.2766 -2.4625 -2.2404 -0.092 -0.205 -0.069
H 2.3666 2.9629 -0.2675 -0.262 0.163 -0.198
H 1.3638 4.1162 -1.2225 0.236 -0.270 -0.018
H 2.3924 -2.9534 -0.2560 -0.420 -0.069 -0.142
H -2.2530 -2.9471 -0.8295 0.158 -0.105 -0.125
H 0.6159 3.0036 2.0291 -0.169 0.108 -0.184
H -1.1588 2.9835 1.7990 0.174 0.097 -0.143
H -1.1270 -2.9912 1.8086 -0.037 -0.235 -0.125
H -1.3029 2.4381 -2.2480 -0.002 0.212 0.103
H -0.1605 -4.3582 1.1875 -0.410 -0.686 -0.182
H -0.1921 4.3614 1.1732 -0.024 -0.310 0.152

The records above give, respectively, calculated total energy values of -306.33479, -632.71265, -3676.28141, -2370.98935 Eh.